The following is a DFT calculation (the ωB97M-V functional and the def2-TZVPD basis) of C4H7N3 in the gas phase.

XYZ file:
```
14
Properties=species:S:1:pos:R:3:forces:R:3:mulliken_charge:R:1
N -0.8935 -0.7630 1.0579 0.1 0.1 -0.2 -0.60
N -1.0789 -0.0998 -0.0866 0.1 0.0 0.0 0.57
N 0.3813 -0.9323 1.2149 0.0 0.1 -0.1 -0.34
C 0.1081 0.1667 -0.6852 0.0 0.0 0.1 0.06
C 2.5382 -0.2350 0.1790 0.0 0.0 0.0 -1.06
C 1.0465 -0.3618 0.1704 0.0 0.1 0.0 0.08
C -2.3965 0.3984 -0.4281 -0.1 0.0 0.0 -0.76
H -3.0060 -0.3691 -0.9104 0.1 0.1 0.0 0.26
H -2.8840 0.7199 0.4937 0.0 -0.1 -0.2 0.29
H 3.0516 -1.1954 0.0664 -0.2 0.1 0.0 0.26
H 2.8403 0.1869 1.1437 0.0 -0.1 -0.2 0.29
H 2.8812 0.4452 -0.6067 -0.1 -0.2 0.1 0.29
H -2.2838 1.2570 -1.0943 0.0 -0.2 0.1 0.31
H 0.1798 0.6844 -1.6348 0.0 -0.1 0.3 0.34
```
Forces are in eV/Å.

E_HOMO in eV: -9.309
2S+1: 1
Calculated total energy in eV: -8730.879
Relative energy (zero: lowest compared OMol25 entry of this formula, charge and spin) in kJ/mol: 77.26
SMILES: Cc1cn(C)nn1
HOMO-LUMO gap in eV: 10.181
M in g mol⁻¹: 97.12